(1)
Density functional theory data (ωB97M-V with the def2-TZVPD basis set) for a molecular structure, C14H29BeNSi2.

ΔE to the lowest compared entry with this formula, charge and spin   0.0000 eV
Gap between HOMO and LUMO   3.729 eV
E   -32632.587 eV
Largest force on an atom   0.1113 Eh/bohr

```
! RIJCOSX wB97M-V def2-TZVPD def2/J DEFGRID3
* xyz -2 1
C -0.14941 3.07562 -1.38746
C -1.56103 2.87000 -1.33791
C -1.87728 1.77281 -2.18517
C -0.66582 1.29907 -2.77365
C 0.40124 2.10133 -2.27279
Be 0.10976 1.42138 1.40057
N 3.07522 1.06931 -1.22710
C 0.06100 2.46759 2.51111
C -1.27090 1.94285 2.38221
H -2.87867 1.36342 -2.35955
H -2.27302 3.46312 -0.76481
H -0.57319 0.48269 -3.48911
H 1.45627 1.96747 -2.50595
H 0.40091 3.84994 -0.86474
H -2.03392 2.48717 1.80843
H 0.64564 2.17242 3.39994
H 3.09963 1.91297 -0.65164
H -1.64337 1.25331 3.14923
H 0.25019 3.51039 2.21240
C 1.29222 -1.75395 -1.70758
Si 1.71162 -1.11627 0.01160
C 2.35745 -2.61747 0.96680
C 3.27836 -0.09056 -0.38263
C 0.35701 -0.28888 1.03295
Si -1.32007 -1.13677 0.72823
C -1.34243 -2.71032 1.75887
C -2.88098 -0.16175 1.14081
C -1.78753 -1.65500 -1.02803
H 2.22507 -1.95724 -2.25588
H 0.72109 -1.02136 -2.28918
H 0.73094 -2.69488 -1.66551
H 3.25808 -3.02072 0.47868
H 2.62665 -2.34675 1.99749
H 1.60818 -3.42070 1.00929
H 3.73896 1.15771 -1.99514
H 3.74838 0.16555 0.58469
H 3.94204 -0.82421 -0.88189
H 0.65777 -0.66276 2.04752
H -1.03405 -2.50890 2.79378
H -2.36807 -3.10767 1.77924
H -0.68252 -3.48446 1.34505
H -2.92010 0.80386 0.62440
H -3.75339 -0.74804 0.81309
H -2.98208 0.01289 2.21719
H -1.58026 -0.87580 -1.77144
H -1.30153 -2.58308 -1.34802
H -2.87410 -1.83535 -1.04840
*
```

These are the Löwdin partial charges, in e, on atoms 1 to 6: -0.21, -0.22, -0.23, -0.24, -0.22, 0.11

(2)
Density functional theory data (ωB97M-V with the def2-TZVPD basis set) for C5H13N3O in the gas phase.

ΔE to the lowest compared entry with this formula, charge and spin   2.6571 eV
Gap between HOMO and LUMO   9.686 eV
E   -11911.960 eV
Largest force on an atom   0.0392 Eh/bohr

```
! RIJCOSX wB97M-V def2-TZVPD def2/J DEFGRID3
* xyz 0 1
H -1.90714 0.27010 1.61511
N -1.28772 -0.52287 1.47345
C -0.40625 -0.30481 0.59938
N 0.60805 -1.31114 0.41684
C 0.54119 -2.48261 1.25477
O 1.00586 -1.62274 -0.88974
C -0.20684 0.92440 -0.25553
C 1.25638 1.37926 -0.28444
C -0.75631 0.70648 -1.66613
N -1.09427 1.96284 0.42315
H 1.49692 -3.00430 1.20249
H -0.26538 -3.16189 0.94997
H 0.33814 -2.14578 2.26734
H 0.34511 -2.22676 -1.27399
H 1.33217 2.32962 -0.81247
H 1.87506 0.64214 -0.78739
H 1.62842 1.50811 0.73115
H -1.77215 0.32060 -1.61832
H -0.11793 0.03740 -2.23545
H -0.77661 1.65591 -2.19915
H -0.64717 2.28028 1.27843
H -1.18953 2.76576 -0.18949
*
```

These are the Löwdin partial charges, in e, on atoms 1 to 6: 0.05, 0.17, -0.35, -0.20, -0.07, -0.03

(3)
Density functional theory data (ωB97M-V with the def2-TZVPD basis set) for a gas-phase ion, C5H9NO2 (charge -1).

ΔE to the lowest compared entry with this formula, charge and spin   1.2018 eV
⟨S²⟩   0.753
Gap between HOMO and LUMO (spin up / spin down)   3.643 / 6.914 eV
E   -10914.564 eV
Largest force on an atom   0.0375 Eh/bohr

```
! RIJCOSX wB97M-V def2-TZVPD def2/J DEFGRID3
* xyz -1 2
C -0.83914 0.99159 -0.59769
N 0.37108 1.74577 -0.45390
C 0.94601 2.07536 0.74706
O 2.00908 2.64181 0.84532
C -0.90435 -0.42495 0.02284
C -0.05773 -1.60006 -0.50091
C 0.72349 -2.19528 0.68474
O 1.82667 -1.66150 1.02741
H -1.74749 1.51765 -0.25582
H -1.07017 0.96694 -1.67316
H 0.96629 1.81089 -1.25931
H 0.27851 1.90371 1.60740
H -1.96703 -0.70463 -0.02249
H -0.81046 -0.20880 1.09307
H 0.53579 -1.29506 -1.37941
H -0.72255 -2.36290 -0.94328
H 0.46202 -3.20055 1.05813
*
```

These are the Löwdin partial charges, in e, on atoms 1 to 6: -0.26, 0.02, -0.36, -0.01, -0.24, -0.25

(4)
Density functional theory data (ωB97M-V with the def2-TZVPD basis set) for a molecular structure, C27H30MoN3O.

ΔE to the lowest compared entry with this formula, charge and spin   0.0825 eV
Gap between HOMO and LUMO   5.703 eV
E   -36832.835 eV
Largest force on an atom   0.0134 Eh/bohr

```
! RIJCOSX wB97M-V def2-TZVPD def2/J DEFGRID3
* xyz 3 1
Mo 0.30886 0.29916 -0.59213
C -1.51598 4.23296 -0.38931
C -2.38553 3.98972 0.66375
C -2.36543 2.77529 1.33990
C -1.49063 1.76157 0.95464
C -0.63511 2.04006 -0.13586
C -0.61273 3.25150 -0.79837
C -1.34811 0.48647 1.69285
C -2.03550 0.17485 2.86606
C -1.74505 -0.99094 3.53118
C -0.72127 -1.84709 3.08471
C -0.33920 -3.00965 3.79754
C 0.70705 -3.77144 3.36060
C 1.41679 -3.39484 2.20231
C 1.05924 -2.28302 1.47875
C -0.02462 -1.50193 1.90704
N -0.41652 -0.37364 1.21128
H -1.52853 5.18990 -0.89462
H -3.07552 4.76073 0.97863
H -3.02766 2.63461 2.18338
H 0.06212 3.44280 -1.62341
H -2.77822 0.85511 3.25333
H -2.28657 -1.24161 4.43574
H -0.88073 -3.27348 4.69696
H 1.00803 -4.65397 3.90766
H 2.26399 -3.98890 1.88541
H 1.64724 -2.00122 0.60929
O 1.16073 -0.11724 -2.42232
C 0.67334 -0.99151 -3.55999
C 0.42543 -2.38214 -3.04281
C -0.49785 -2.39659 -1.81861
C -1.72792 -1.55863 -2.01015
C -2.88253 -2.08030 -2.55729
C -3.95597 -1.23665 -2.80911
C -3.83857 0.11194 -2.50613
C -2.66371 0.56848 -1.94895
N -1.61446 -0.24384 -1.69831
H 2.12384 -0.01497 -2.46688
H 1.45734 -0.93714 -4.31132
H -0.21411 -0.48124 -3.92168
H 1.36316 -2.89028 -2.81216
H -0.03638 -2.94388 -3.85981
H 0.06424 -2.07678 -0.91540
H -0.76339 -3.42189 -1.55713
H -2.93939 -3.13666 -2.78522
H -4.86961 -1.62669 -3.23875
H -4.64673 0.80497 -2.69199
H -2.53930 1.61017 -1.69016
C 3.06944 2.89462 0.08036
C 3.03014 1.42798 0.51030
C 4.17666 0.61101 -0.09517
C 2.95788 1.27842 2.03470
N 1.79279 0.84830 0.00220
H 4.00908 3.31749 0.43603
H 2.25171 3.46084 0.52435
H 3.04578 3.00181 -1.00492
H 5.11304 0.98563 0.31898
H 4.23430 0.73278 -1.17887
H 4.09595 -0.44589 0.15954
H 3.86547 1.71639 2.45140
H 2.91560 0.23107 2.33357
H 2.10360 1.81743 2.44438
*
```

These are the Löwdin partial charges, in e, on atoms 1 to 6: 1.86, -0.01, 0.00, 0.03, -0.18, -0.26